A molecular structure, C17H12N5O9Tc. Source: the OMol25 dataset; level of theory: the ωB97M-V functional and the def2-TZVPD basis.

Geometry as ORCA input:
```
! wB97M-V def2-TZVPD RIJCOSX def2/J DEFGRID3
* xyz -1 4
Tc -0.945 -0.325 0.543
O 1.008 1.094 1.166
C 2.151 0.680 1.905
C 1.656 -0.415 2.822
N 0.812 -1.352 2.082
C -0.065 -2.089 2.998
C -1.305 -1.273 3.332
O -1.819 -1.307 4.420
O -1.763 -0.566 2.316
C 1.549 -2.258 1.211
C 0.582 -2.879 0.206
O 0.866 -3.882 -0.395
O -0.562 -2.238 0.099
H 1.014 2.036 0.961
H 2.557 1.504 2.492
H 2.928 0.329 1.219
H 1.043 0.033 3.606
H 2.502 -0.923 3.303
H 0.450 -2.378 3.917
H -0.414 -2.995 2.501
H 2.047 -3.060 1.765
H 2.312 -1.714 0.651
O 2.193 -0.442 -5.714
C 0.959 -0.390 -5.561
O 0.023 -0.430 -6.374
C 0.520 -0.267 -4.089
C 1.420 0.162 -3.119
C 1.027 0.273 -1.805
N -0.217 -0.042 -1.415
C -1.098 -0.466 -2.343
C -0.775 -0.574 -3.673
C -2.452 -0.790 -1.793
O -3.385 -1.142 -2.452
O -2.537 -0.626 -0.455
H 2.433 0.387 -3.425
H 1.699 0.612 -1.031
H -1.519 -0.885 -4.392
N -1.496 1.640 0.673
C -1.861 2.743 0.645
C -2.172 4.078 0.612
C -3.504 4.531 0.780
N -4.584 4.911 0.917
C -1.086 4.983 0.484
N -0.193 5.710 0.410
*
```

LUMO (alpha / beta): 1.528 / -0.042 eV
Energy relative to the best compared isomer or geometry (same formula, charge and spin): 6.3 kcal per mole
Frontier orbital gap (alpha / beta): 7.630 / 6.057 eV
Total energy: -1686.9154 a.u.
Max |F|: 0.6 eV/Å

---

2 unconnected molecules or ions with the total composition C17H13BrClNO6. Source: the OMol25 dataset; level of theory: the ωB97M-V functional and the def2-TZVPD basis.

Geometry as ORCA input:
```
! wB97M-V def2-TZVPD RIJCOSX def2/J DEFGRID3
* xyz 0 1
C 4.521 2.072 -0.237
C 2.949 2.142 -0.109
C 2.217 2.620 -1.431
Cl 2.997 4.055 -2.212
C 0.729 2.941 -1.001
C 0.228 4.297 -0.811
C -1.171 4.444 -0.366
Br -1.930 6.193 -0.034
C -1.951 3.252 -0.161
C -1.485 1.868 -0.338
C -0.108 1.748 -0.774
C -2.561 0.805 0.006
O -2.430 -0.377 0.085
N -3.728 1.622 0.255
C -3.418 3.033 0.312
O -4.133 3.923 0.678
H 4.923 3.037 0.178
H 4.891 1.273 0.467
H 4.895 1.859 -1.266
H 2.470 1.198 0.255
H 2.713 2.932 0.662
H 2.114 1.788 -2.181
H 0.872 5.186 -0.987
H 0.302 0.713 -0.900
H -4.521 1.483 -0.375
C -1.339 -3.603 -0.089
C -2.012 -4.146 0.930
C -1.380 -5.154 1.835
O -2.023 -5.610 2.762
C -0.002 -5.557 1.557
C 0.670 -5.016 0.537
C 0.046 -3.987 -0.351
O 0.702 -3.507 -1.259
O 1.939 -5.371 0.260
O -3.289 -3.810 1.190
H -1.784 -2.871 -0.748
H 0.439 -6.300 2.208
H 2.194 -4.839 -0.518
H -3.543 -4.337 1.972
*
```

LUMO: -1.486 eV
SMILES: CC[C@H](Cl)c1cc(Br)c2c(c1)C(=O)NC2=O.O=C1C=C(O)C(=O)C=C1O
Frontier orbital gap: 8.089 eV
Total energy: -4195.9837 a.u.
Max |F|: 4.1 eV/Å